Density functional theory data (ωB97M-V/def2-TZVPD) for a molecular structure, C26H24CoN8S2.

XYZ file:
```
61
Properties=species:S:1:pos:R:3
Co 0.069 0.189 -0.593
C -1.087 3.673 -2.628
C -0.258 4.675 -2.121
C 0.517 4.390 -1.028
C 0.502 3.107 -0.456
N -0.206 2.111 -1.031
C -1.020 2.426 -2.062
N 1.135 3.005 0.760
C 1.093 1.934 1.470
N 0.687 0.682 1.111
C 0.672 -0.132 2.211
N 0.367 -1.375 2.282
C 0.281 -2.181 1.162
C 0.202 -3.550 1.445
C 0.267 -4.478 0.437
C 0.440 -4.021 -0.864
C 0.474 -2.666 -1.083
N 0.352 -1.739 -0.111
C 1.084 0.664 3.387
C 1.205 0.334 4.722
C 1.644 1.335 5.584
C 1.956 2.609 5.114
C 1.834 2.929 3.765
C 1.395 1.930 2.919
H -1.761 3.851 -3.453
H -0.251 5.664 -2.559
H 1.138 5.131 -0.547
H -1.649 1.631 -2.425
H 0.126 -3.831 2.485
H 0.213 -5.536 0.654
H 0.542 -4.696 -1.701
H 0.607 -2.302 -2.086
H 0.972 -0.661 5.075
H 1.754 1.121 6.639
H 2.305 3.359 5.812
H 2.080 3.913 3.387
S 2.065 0.326 -1.658
C 0.996 -0.079 -2.958
C 1.265 -0.273 -4.315
C 0.230 -0.686 -5.126
C -1.047 -0.900 -4.596
C -1.246 -0.672 -3.255
N -0.243 -0.261 -2.470
H 2.264 -0.112 -4.694
H 0.408 -0.853 -6.181
H -1.864 -1.235 -5.217
H -2.209 -0.806 -2.777
C -2.536 1.258 3.923
N -2.207 0.589 2.667
C -2.252 1.065 1.432
S -2.172 -0.077 0.120
N -2.364 2.362 1.164
C -2.043 3.503 2.022
H -2.763 0.484 4.652
H -3.420 1.879 3.802
H -1.707 1.853 4.302
H -1.998 -0.398 2.711
H -2.478 2.554 0.182
H -2.877 3.791 2.657
H -1.799 4.338 1.369
H -1.165 3.291 2.629
```

Calculated values
LUMO   -0.1266 hartree
Total charge   +1
Gap between HOMO and LUMO   0.2666 Eh
Highest occupied orbital energy   -10.70 eV



Density functional theory data (ωB97M-V/def2-TZVPD) for a molecular structure, C26H24F4N2O4RuTe in a non-equilibrium geometry.

XYZ file:
```
62
Properties=species:S:1:pos:R:3
Ru 0.044 -0.557 -0.762
C -0.009 1.871 -2.592
N 0.402 0.454 -2.558
C 1.865 0.383 -2.810
C -0.367 -0.322 -3.537
C -0.072 -1.780 -3.366
N -0.007 -2.026 -1.920
C 0.175 -3.369 -1.505
C 0.439 -3.594 -0.166
F 0.486 -2.490 0.614
C 0.652 -4.836 0.386
F 0.928 -4.926 1.682
C 0.579 -5.958 -0.409
C 0.286 -5.775 -1.745
F 0.169 -6.828 -2.548
C 0.100 -4.518 -2.297
F -0.171 -4.457 -3.606
H 0.230 2.304 -3.567
H 0.523 2.421 -1.819
H -1.077 1.955 -2.426
H 2.075 0.753 -3.818
H 2.215 -0.640 -2.715
H 2.381 0.992 -2.080
H -0.164 0.019 -4.558
H -1.423 -0.143 -3.326
H 0.853 -2.097 -3.854
H -0.876 -2.336 -3.845
H 0.744 -6.947 -0.004
O 0.389 0.918 1.574
C 1.535 0.915 1.081
O 1.784 0.237 0.002
C 2.640 1.664 1.700
C 2.388 2.420 2.835
C 3.392 3.183 3.436
C 4.630 3.143 2.846
O 5.751 3.803 3.225
C 6.769 3.458 2.275
O 6.199 2.520 1.356
C 4.891 2.375 1.721
C 3.926 1.624 1.119
H 1.391 2.414 3.253
H 3.209 3.775 4.321
H 7.609 3.000 2.793
H 7.080 4.355 1.738
H 4.130 1.020 0.247
C -3.847 0.474 -0.609
Te -1.898 1.026 0.062
C -2.583 0.273 1.911
C -4.058 0.584 1.879
C -4.801 0.745 3.042
C -6.159 1.010 2.968
C -6.778 1.133 1.731
C -6.039 0.983 0.567
C -4.681 0.694 0.636
H -3.854 -0.571 -0.922
H -4.166 1.090 -1.447
H -2.030 0.757 2.710
H -2.392 -0.800 1.949
H -4.315 0.666 4.007
H -6.735 1.126 3.876
H -7.836 1.348 1.672
H -6.519 1.088 -0.399
```

Calculated values
<S²>   0.7566
LUMO (spin up / spin down)   -0.1513 / -0.1416 hartree
Total charge   +1
Spin multiplicity   2
Gap between HOMO and LUMO (spin up / spin down)   0.2309 / 0.2406 Eh
Highest occupied orbital energy (spin up / spin down)   -10.40 / -10.40 eV



Density functional theory data (ωB97M-V/def2-TZVPD) for a molecular structure, C26H24FeN4O3Se2Te.

XYZ file:
```
61
Properties=species:S:1:pos:R:3
Fe 0.463 -0.094 0.549
N -0.368 -1.448 -0.681
C 0.662 -2.468 -1.029
C 2.034 -1.835 -0.967
O 3.012 -2.279 -1.533
N 2.013 -0.734 -0.175
C 3.217 0.060 -0.047
C 2.920 1.300 0.761
O 3.556 2.291 0.891
O 1.717 1.140 1.454
H -1.240 -1.891 -0.414
H -0.541 -0.926 -1.544
H 0.497 -2.868 -2.027
H 0.640 -3.287 -0.314
H 3.625 0.370 -1.010
H 4.017 -0.477 0.474
Se 1.134 2.617 2.370
Se -0.205 1.616 -1.058
C 0.830 1.053 -2.581
C 1.807 1.894 -3.101
C 2.520 1.468 -4.210
C 2.246 0.222 -4.750
C 1.255 -0.548 -4.159
N 0.548 -0.144 -3.101
C -0.622 1.883 2.459
C -1.524 2.515 3.303
C -2.835 2.082 3.314
C -3.212 1.031 2.489
C -2.254 0.444 1.698
N -0.968 0.848 1.682
H 2.000 2.854 -2.641
H 3.285 2.101 -4.643
H 2.785 -0.153 -5.610
H 1.019 -1.532 -4.546
H -1.201 3.331 3.937
H -3.559 2.561 3.961
H -4.230 0.669 2.459
H -2.496 -0.375 1.036
Te 0.682 -1.789 2.732
C -1.123 -2.253 3.695
C -1.134 -2.238 5.086
C -2.303 -2.555 5.769
C -3.454 -2.886 5.065
C -3.441 -2.899 3.675
C -2.277 -2.578 2.990
C 1.226 -3.722 2.095
C 2.559 -3.921 1.763
C 2.964 -5.149 1.252
C 2.043 -6.174 1.094
C 0.713 -5.974 1.446
C 0.297 -4.743 1.939
H -0.238 -1.986 5.639
H -2.309 -2.549 6.851
H -4.361 -3.138 5.599
H -4.335 -3.163 3.125
H -2.272 -2.597 1.906
H 3.288 -3.129 1.895
H 4.002 -5.301 0.984
H 2.361 -7.132 0.701
H -0.006 -6.776 1.334
H -0.740 -4.599 2.211
```

Calculated values
<S²>   0.8195
LUMO (spin up / spin down)   -0.1396 / -0.1283 hartree
Total charge   +1
Spin multiplicity   2
Gap between HOMO and LUMO (spin up / spin down)   0.2576 / 0.2712 Eh
Highest occupied orbital energy (spin up / spin down)   -10.81 / -10.87 eV



Density functional theory data (ωB97M-V/def2-TZVPD) for a molecular structure, C26H24IIrN3O8SSi in a non-equilibrium geometry.

XYZ file:
```
65
Properties=species:S:1:pos:R:3
Ir 0.325 0.424 -0.446
O 0.024 -0.421 3.982
C -0.423 0.125 3.001
O 0.546 0.706 2.092
C -1.801 0.252 2.613
C -2.799 -0.064 3.557
C -4.140 -0.003 3.207
C -4.533 0.201 1.888
C -3.553 0.486 0.925
C -2.181 0.691 1.298
O -1.388 1.271 0.496
N -3.878 0.590 -0.431
O -2.974 0.838 -1.257
O -5.059 0.402 -0.746
N -5.138 -0.131 4.233
O -4.756 -0.248 5.381
O -6.307 -0.085 3.904
H -2.505 -0.290 4.570
H -5.578 0.175 1.620
I 2.897 -0.150 0.442
C 3.395 1.385 1.868
C 4.740 1.590 2.072
C 5.173 2.694 2.810
C 4.260 3.610 3.259
C 2.876 3.380 3.122
C 1.951 4.291 3.667
C 0.608 4.029 3.635
C 0.145 2.831 3.097
C 1.017 1.920 2.535
C 2.411 2.195 2.474
H 5.463 0.910 1.649
H 6.229 2.833 2.980
H 4.586 4.516 3.741
H 2.323 5.190 4.132
H -0.099 4.732 4.041
H -0.909 2.603 3.126
C -1.188 -4.248 -5.238
Si 0.352 -3.232 -4.756
C 0.406 -1.622 -5.763
C 1.945 -4.232 -5.086
C 0.252 -3.075 -2.846
C 0.300 -4.230 -2.073
C 0.203 -4.183 -0.688
C 0.061 -2.947 -0.078
N 0.039 -1.834 -0.789
C 0.132 -1.882 -2.130
S 0.144 -0.294 -2.827
H -1.227 -4.394 -6.312
H -2.104 -3.746 -4.945
H -1.194 -5.229 -4.774
H 0.511 -1.861 -6.818
H 1.240 -0.988 -5.480
H -0.502 -1.041 -5.644
H 2.081 -4.390 -6.151
H 1.922 -5.210 -4.618
H 2.828 -3.718 -4.720
H 0.428 -5.183 -2.564
H 0.243 -5.081 -0.092
H -0.026 -2.843 0.995
C 0.603 3.914 -0.720
O 0.201 2.707 -1.339
H 0.233 3.990 0.306
H 0.244 4.770 -1.298
H 1.694 3.927 -0.707
H -0.768 2.678 -1.381
```

Calculated values
<S²>   0.7564
LUMO (spin up / spin down)   -0.0376 / -0.0373 hartree
Spin multiplicity   2
Gap between HOMO and LUMO (spin up / spin down)   0.2433 / 0.2415 Eh
Highest occupied orbital energy (spin up / spin down)   -7.64 / -7.59 eV



Density functional theory data (ωB97M-V/def2-TZVPD) for a molecular structure, C26H24IIrN3O8SSi.

XYZ file:
```
65
Properties=species:S:1:pos:R:3
Ir -0.072 0.159 0.308
O -4.030 0.124 -0.667
C -2.829 0.072 -0.805
O -2.047 0.168 0.252
C -2.257 -0.092 -2.192
C -3.177 -0.425 -3.166
C -2.786 -0.558 -4.487
C -1.480 -0.362 -4.871
C -0.547 -0.025 -3.909
C -0.901 0.137 -2.538
O 0.006 0.485 -1.684
N 0.836 0.116 -4.379
O 1.712 0.464 -3.601
O 1.050 -0.123 -5.550
N -3.778 -0.915 -5.503
O -4.920 -1.096 -5.134
O -3.396 -1.016 -6.653
H -4.208 -0.567 -2.878
H -1.182 -0.480 -5.901
I -0.608 -0.393 2.845
C -0.633 -2.444 2.486
C -0.896 -3.311 3.501
C -0.880 -4.694 3.231
C -0.595 -5.131 1.971
C -0.313 -4.225 0.919
C -0.010 -4.700 -0.376
C 0.274 -3.813 -1.370
C 0.260 -2.427 -1.116
C -0.040 -1.887 0.114
C -0.330 -2.824 1.162
H -1.112 -2.955 4.500
H -1.089 -5.395 4.027
H -0.574 -6.192 1.752
H -0.001 -5.767 -0.556
H 0.518 -4.166 -2.364
H 0.536 -1.778 -1.931
C 1.575 6.182 3.417
Si 2.396 5.101 2.124
C 3.599 3.938 2.953
C 3.298 6.172 0.879
C 0.999 4.227 1.186
C 0.046 5.036 0.574
C -1.027 4.511 -0.140
C -1.135 3.141 -0.230
N -0.238 2.343 0.345
C 0.802 2.849 1.024
S 1.784 1.544 1.622
H 2.325 6.742 3.979
H 1.003 5.581 4.126
H 0.893 6.905 2.966
H 4.340 4.536 3.491
H 4.131 3.311 2.236
H 3.108 3.283 3.674
H 4.101 6.731 1.366
H 2.629 6.896 0.411
H 3.743 5.568 0.086
H 0.134 6.114 0.652
H -1.760 5.148 -0.611
H -1.946 2.658 -0.760
C 3.523 -0.323 -0.357
O 2.152 -0.255 -0.719
H 3.964 0.670 -0.250
H 4.074 -0.897 -1.104
H 3.581 -0.839 0.599
H 2.021 0.147 -1.593
```

Calculated values
<S²>   0.7696
LUMO (spin up / spin down)   -0.0290 / -0.0847 hartree
Spin multiplicity   2
Gap between HOMO and LUMO (spin up / spin down)   0.2737 / 0.2247 Eh
Highest occupied orbital energy (spin up / spin down)   -8.24 / -8.42 eV



Density functional theory data (ωB97M-V/def2-TZVPD) for a single C26H24N4O5 molecule.

XYZ file:
```
59
Properties=species:S:1:pos:R:3
O 5.761 2.676 3.210
C 5.180 1.677 2.857
C 3.726 1.368 3.183
N 3.090 0.602 2.131
C 1.959 1.136 1.541
O 1.354 2.056 2.056
N 1.626 0.629 0.322
C 0.300 0.845 -0.206
C 0.377 1.309 -1.673
C -0.940 1.805 -2.200
C -1.561 1.175 -3.271
C -2.768 1.646 -3.760
C -3.373 2.749 -3.180
C -2.761 3.383 -2.111
C -1.551 2.918 -1.628
C -0.496 -0.456 -0.092
O 0.039 -1.527 0.120
N -1.832 -0.312 -0.199
C -2.678 -1.487 -0.233
C -2.322 -2.347 -1.446
O -1.849 -1.928 -2.466
O -2.641 -3.623 -1.247
C -4.134 -1.112 -0.331
C -4.569 -0.320 -1.388
C -5.901 0.037 -1.486
C -6.810 -0.399 -0.536
C -6.382 -1.197 0.511
C -5.048 -1.553 0.615
C 3.779 -0.549 1.727
C 3.155 -1.737 1.361
C 3.913 -2.832 0.984
C 5.297 -2.764 0.985
C 5.930 -1.599 1.379
C 5.181 -0.494 1.755
N 5.796 0.691 2.150
H 3.702 0.812 4.131
H 3.168 2.297 3.313
H 2.080 -0.214 0.000
H -0.162 1.619 0.416
H 1.114 2.116 -1.718
H 0.737 0.481 -2.287
H -1.105 0.304 -3.716
H -3.237 1.149 -4.597
H -4.314 3.116 -3.561
H -3.224 4.247 -1.658
H -1.070 3.428 -0.806
H -2.218 0.560 -0.528
H -2.488 -2.088 0.663
H -2.415 -4.160 -2.024
H -3.864 0.007 -2.138
H -6.229 0.654 -2.309
H -7.850 -0.121 -0.614
H -7.088 -1.542 1.252
H -4.716 -2.175 1.433
H 2.078 -1.814 1.373
H 3.415 -3.744 0.695
H 5.884 -3.619 0.688
H 7.009 -1.537 1.393
H 6.790 0.790 1.990
```

Calculated values
LUMO   0.0218 hartree
SMILES   O=C1CN(C(=O)N[C@@H](Cc2ccccc2)C(=O)N[C@H](C(=O)O)c2ccccc2)c2ccccc2N1
Gap between HOMO and LUMO   0.3294 Eh
Highest occupied orbital energy   -8.37 eV



Density functional theory data (ωB97M-V/def2-TZVPD) for a molecular structure, C26H24NO9PSe2V in a non-equilibrium geometry.

XYZ file:
```
64
Properties=species:S:1:pos:R:3
V 0.741 0.932 0.440
O 4.324 -1.149 1.387
C 4.453 -0.655 2.702
C 4.416 0.862 2.796
N 3.087 1.438 2.648
C 2.219 1.259 3.787
C 0.816 0.753 3.463
O 0.172 0.157 4.298
O 0.369 1.062 2.264
C 3.074 2.759 2.066
C 3.124 2.739 0.546
O 3.867 3.446 -0.095
O 2.267 1.896 0.011
H 3.401 -1.053 1.119
H 5.421 -1.007 3.069
H 3.681 -1.089 3.351
H 5.050 1.267 2.004
H 4.873 1.158 3.759
H 2.093 2.191 4.359
H 2.654 0.536 4.477
H 3.893 3.392 2.436
H 2.126 3.240 2.326
Se 0.308 0.593 -2.188
P -1.186 2.047 -1.653
Se -0.679 3.293 0.015
C -2.743 1.152 -1.323
C -3.333 0.443 -2.370
C -4.488 -0.286 -2.159
C -5.060 -0.328 -0.890
C -4.469 0.363 0.154
C -3.313 1.105 -0.061
C -1.656 3.058 -3.097
C -1.048 2.905 -4.333
C -1.447 3.689 -5.411
C -2.452 4.629 -5.255
C -3.062 4.788 -4.014
C -2.663 4.011 -2.942
H -2.877 0.454 -3.354
H -4.940 -0.830 -2.979
H -5.959 -0.907 -0.720
H -4.899 0.320 1.147
H -2.835 1.635 0.754
H -0.254 2.176 -4.448
H -0.964 3.564 -6.372
H -2.759 5.240 -6.093
H -3.848 5.522 -3.883
H -3.132 4.141 -1.973
O -0.730 -0.725 0.440
C 0.249 -1.487 0.566
O 1.427 -0.985 0.666
C 0.084 -2.961 0.579
C -1.192 -3.487 0.431
C -1.409 -4.868 0.437
C -0.297 -5.658 0.592
O -0.245 -7.026 0.650
C 1.146 -7.357 0.705
O 1.880 -6.153 0.902
C 0.972 -5.131 0.738
C 1.209 -3.784 0.735
H -2.015 -2.797 0.310
H -2.395 -5.294 0.326
H 1.441 -7.815 -0.244
H 1.319 -8.026 1.548
H 2.195 -3.358 0.852
```

Calculated values
<S²>   2.0115
LUMO (spin up / spin down)   0.0896 / 0.0896 hartree
Total charge   -1
Spin multiplicity   3
Gap between HOMO and LUMO (spin up / spin down)   0.2900 / 0.2901 Eh
Highest occupied orbital energy (spin up / spin down)   -5.45 / -5.46 eV



Density functional theory data (ωB97M-V/def2-TZVPD) for a molecular structure, C26H25BrN3O5W in a non-equilibrium geometry.

XYZ file:
```
61
Properties=species:S:1:pos:R:3
W 0.380 -0.249 -0.142
C -3.903 0.432 -0.826
O -4.197 -0.669 0.032
C -3.584 -0.710 1.251
C -4.370 -0.974 2.361
C -3.819 -1.033 3.635
C -2.473 -0.810 3.816
C -1.644 -0.573 2.713
C -0.236 -0.414 2.907
N 0.635 -0.163 1.983
N 1.949 -0.134 2.399
C 2.769 -0.207 1.404
O 2.297 -0.226 0.166
C 4.209 -0.307 1.629
C 5.072 -0.400 0.536
C 6.431 -0.556 0.744
C 6.932 -0.618 2.037
C 6.076 -0.512 3.126
C 4.718 -0.358 2.928
C -2.204 -0.561 1.424
O -1.384 -0.435 0.371
H -4.729 0.497 -1.530
H -2.974 0.292 -1.376
H -3.843 1.363 -0.256
H -5.430 -1.122 2.201
H -4.452 -1.250 4.483
H -2.041 -0.821 4.808
H 0.158 -0.526 3.912
H 4.667 -0.349 -0.465
H 7.101 -0.633 -0.101
H 7.994 -0.751 2.195
H 6.475 -0.557 4.131
H 4.033 -0.277 3.760
C -1.096 2.762 -2.224
C 0.187 2.681 -1.379
C 0.189 3.802 -0.332
C 1.419 2.807 -2.288
N 0.231 1.429 -0.692
H -1.068 3.665 -2.832
H -1.975 2.804 -1.579
H -1.176 1.894 -2.881
H 0.108 4.768 -0.827
H 1.113 3.776 0.245
H -0.654 3.682 0.350
H 1.431 3.795 -2.748
H 1.392 2.059 -3.081
H 2.333 2.677 -1.708
Br 1.230 -1.010 -2.604
C -0.661 -1.533 -2.707
C -1.338 -1.093 -3.832
C -2.645 -1.510 -4.025
C -3.246 -2.365 -3.113
C -2.554 -2.781 -1.989
C -1.244 -2.371 -1.755
C -0.626 -2.790 -0.424
O -1.195 -3.572 0.286
O 0.527 -2.206 -0.138
H -0.842 -0.456 -4.551
H -3.182 -1.171 -4.901
H -4.260 -2.705 -3.274
H -3.013 -3.426 -1.252
```

Calculated values
LUMO   -0.1626 hartree
Total charge   +1
Gap between HOMO and LUMO   0.2564 Eh
Highest occupied orbital energy   -11.40 eV



Q: Which ΔE to the lowest compared entry with this formula, charge and spin values were calculated for the entries above? A: 0.0 127.4 0.0 255.7 64.6 0.0 91.3 157.0, in kJ/mol.
Q: Which energy values were calculated for the entries above? A: -98568.13174 -59259.11258 -211821.94719 -77847.43002 -77849.41147 -43552.78120 -212945.64932 -113939.03361, in eV.